1.
# C45H67N3O5PTa

A molecular structure, C45H67N3O5PTa (ωB97M-V/def2-TZVPD, the OMol25 dataset).

ORCA input file:
```
! wB97M-V def2-TZVPD RIJCOSX def2/J DEFGRID3
* xyz 2 1
Ta -0.2946 0.3026 -0.2585
C 0.9932 0.0185 5.4303
C 0.8137 1.2193 4.4806
C 2.0720 1.3859 3.6221
C -0.6449 1.1860 3.9562
C -1.5051 1.8972 4.7976
C -2.8765 1.7767 4.7368
C -3.4152 0.8138 3.9110
C -2.6234 0.0716 3.0395
C -3.3347 -1.1323 2.4263
C -2.5697 -2.4529 2.5190
C -3.8713 -0.8636 1.0358
C -1.2552 0.3962 2.9524
N -0.3784 -0.1700 1.8911
C 0.4205 -1.0873 2.3782
C 1.6995 -1.4747 1.9087
C 2.3829 -2.3767 2.7644
C 3.7398 -2.5271 2.7058
C 4.4469 -1.7150 1.8137
C 3.8111 -0.8584 0.9407
C 2.4101 -0.7430 0.9162
N 1.7660 0.0545 -0.0382
C 2.6929 0.4176 -1.1426
C 3.3511 1.6467 -1.1172
C 4.2310 1.9547 -2.1592
C 4.4984 1.0574 -3.1653
C 3.8735 -0.1807 -3.1463
C 2.9650 -0.5282 -2.1579
C 2.3137 -1.9019 -2.2765
C 1.9812 -2.2454 -3.7321
C 3.1737 -3.0430 -1.7143
C 3.2830 2.6389 0.0223
C 2.7409 3.9890 -0.4484
C 4.6576 2.8096 0.6801
H 1.8462 0.1930 6.0864
H 1.1997 -0.9063 4.8870
H 0.1135 -0.1426 6.0526
H 0.8161 2.1008 5.1228
H 2.1463 0.7179 2.7698
H 2.9305 1.1737 4.2612
H 2.1998 2.4058 3.2647
H -1.0697 2.5446 5.5479
H -3.5082 2.3596 5.3929
H -4.4730 0.5875 3.9656
H -4.2059 -1.2652 3.0711
H -1.7645 -2.5276 1.7907
H -3.2531 -3.2814 2.3280
H -2.1542 -2.6005 3.5174
H -3.0602 -0.7101 0.3297
H -4.4906 0.0327 1.0253
H -4.4633 -1.7022 0.6629
H 0.1270 -1.5139 3.3336
H 1.8046 -2.9112 3.5087
H 4.2550 -3.2097 3.3657
H 5.5286 -1.7583 1.7952
H 4.4084 -0.2787 0.2559
H 4.7434 2.9080 -2.1464
H 5.1957 1.3064 -3.9538
H 4.0980 -0.8901 -3.9305
H 1.3755 -1.8684 -1.7258
H 2.8772 -2.5392 -4.2796
H 1.5172 -1.4146 -4.2631
H 1.3027 -3.0980 -3.7642
H 4.1786 -3.0023 -2.1386
H 2.7411 -4.0059 -1.9934
H 3.2684 -3.0215 -0.6325
H 2.6230 2.2327 0.7801
H 3.3331 4.3794 -1.2768
H 2.7889 4.7287 0.3520
H 1.7042 3.9196 -0.7888
H 5.3499 3.3370 0.0226
H 5.1070 1.8493 0.9371
H 4.5654 3.3939 1.5970
O -0.3171 -1.9603 -0.2331
H -0.9123 -2.3791 -0.8732
H 0.3618 -2.5898 0.0499
C 0.3578 3.1930 1.5432
C -0.8055 3.2095 0.6309
C -1.6372 4.2408 0.4125
C -2.7310 3.7648 -0.3755
C -2.5556 2.4583 -0.6515
C -3.5748 1.6673 -1.4128
N -1.2782 2.0434 -0.0587
H 1.0451 4.0067 1.3231
H 0.9081 2.2600 1.4885
H 0.0227 3.3066 2.5691
H -1.5161 5.2305 0.8239
H -3.5923 4.3352 -0.6846
H -4.4412 2.3207 -1.5043
H -3.9036 0.7611 -0.9119
H -3.2666 1.4060 -2.4197
C -0.9740 -3.5473 -4.8696
C -1.8123 -2.5063 -4.1647
C -2.6548 -1.7046 -5.1338
C -2.6341 -3.0990 -3.0375
O -0.7730 -1.5942 -3.5172
P -0.9387 -0.2212 -2.8561
O -1.7573 -0.3463 -1.5205
O 0.3818 0.2540 -2.1990
O -1.5353 0.8133 -3.8016
C -0.8130 1.8720 -4.6490
C -0.4155 2.9854 -3.7027
C -1.8752 2.2972 -5.6362
C 0.3740 1.2088 -5.3140
H -1.6361 -4.2437 -5.3838
H -0.3698 -4.1114 -4.1605
H -0.3188 -3.0865 -5.6078
H -3.3133 -2.3973 -5.6581
H -2.0325 -1.2050 -5.8756
H -3.2778 -0.9643 -4.6334
H -3.4046 -3.7423 -3.4625
H -3.1346 -2.3327 -2.4448
H -2.0156 -3.7260 -2.3893
H -1.2694 3.3244 -3.1148
H -0.0568 3.8275 -4.2961
H 0.3903 2.6793 -3.0351
H -2.7341 2.7284 -5.1230
H -2.2082 1.4549 -6.2413
H -1.4567 3.0529 -6.3005
H 1.1160 0.8729 -4.5866
H 0.8585 1.9446 -5.9567
H 0.0646 0.3703 -5.9388
*
```

**Energy above the lowest of the compared OMol25 structures with the same formula, charge and spin**: 0.0 kcal/mol
**Orbital gap**: 5.78 eV
**Electronic energy**: -73293.5906 eV

Here are the Mulliken charges for atoms 1 to 4, given in e: number 1, Ta, carries 1.59; number 2, C, carries -1.58; number 3, C, carries 0.67; number 4, C, carries -1.63



2.
# C45H68ClGeN7P3PtS

A molecular structure, C45H68ClGeN7P3PtS (ωB97M-V/def2-TZVPD, the OMol25 dataset).

ORCA input file:
```
! wB97M-V def2-TZVPD RIJCOSX def2/J DEFGRID3
* xyz 4 6
Pt 0.4259 0.2804 0.7319
C 1.4703 3.6377 4.3931
C 1.1269 2.2385 3.8706
C 2.0236 1.1908 4.5286
P 1.1031 2.1418 2.0261
C 2.8189 2.6852 1.5468
N 3.4408 1.9942 0.4193
Ge 2.2559 0.8171 -0.7902
N 2.9935 -1.1494 -1.0404
C 2.2091 -2.2133 -0.4276
P 1.5885 -1.7295 1.2484
C 3.0839 -1.8885 2.3244
C 3.9804 -3.0861 1.9816
C 3.9479 -0.6321 2.3066
C 0.3954 -3.0561 1.7290
C 0.9794 -4.3874 2.2020
C -0.6359 -3.2857 0.6206
C 3.8619 -1.4094 -2.0134
C 4.0585 -2.6824 -2.6276
C 4.8537 -2.7874 -3.7374
C 5.4789 -1.6524 -4.2779
C 5.3345 -0.3978 -3.6755
C 4.5760 -0.2809 -2.5413
N 4.4166 0.9365 -1.8033
C 5.3156 1.1254 -0.7122
C 6.6115 0.6846 -0.6846
C 7.4443 1.0759 0.3694
C 6.9745 1.9447 1.3695
C 5.6700 2.3553 1.3817
C 4.7650 1.8816 0.3813
C 4.2916 2.1437 -2.6121
C 5.3766 2.9080 -3.0037
C 5.1649 4.0357 -3.7821
C 3.8691 4.3817 -4.1367
C 2.7814 3.6244 -3.7203
C 2.9833 2.4823 -2.9487
N 1.9694 1.6490 -2.4471
C 0.6334 1.8905 -2.9609
P -0.5163 0.4707 -2.9386
C 0.4251 -0.9804 -3.5232
C -0.5083 -2.1704 -3.7577
C 1.3601 -0.7160 -4.7073
C -1.8563 0.9482 -4.0859
C -1.4652 0.9381 -5.5654
C -2.4312 2.3094 -3.6744
C 0.0809 3.5852 1.5134
C 0.0721 3.7484 -0.0037
C -1.3415 3.4752 2.0612
H 1.4525 3.6197 5.4832
H 0.7625 4.3995 4.0729
H 2.4746 3.9494 4.0972
H 0.0886 2.0171 4.1386
H 3.0803 1.4499 4.4330
H 1.8824 0.1883 4.1216
H 1.8036 1.1515 5.5955
H 3.4211 2.5438 2.4444
H 2.7938 3.7603 1.3421
H 2.7797 -3.1392 -0.3599
H 1.3142 -2.4104 -1.0287
H 2.6645 -2.0255 3.3280
H 4.5414 -2.8917 1.0642
H 3.4526 -4.0277 1.8718
H 4.7130 -3.2140 2.7792
H 4.4747 -0.5568 1.3526
H 4.7034 -0.6952 3.0912
H 3.3678 0.2724 2.4644
H -0.1175 -2.5950 2.5791
H 1.5043 -4.9121 1.4022
H 0.1535 -5.0275 2.5146
H 1.6453 -4.2818 3.0563
H -0.2149 -3.8966 -0.1814
H -1.0153 -2.3577 0.1913
H -1.4803 -3.8406 1.0302
H 3.5542 -3.5570 -2.2423
H 4.9943 -3.7495 -4.2114
H 6.0975 -1.7505 -5.1601
H 5.8305 0.4677 -4.0949
H 7.0062 0.0787 -1.4896
H 8.4745 0.7460 0.3863
H 7.6540 2.2878 2.1379
H 5.3311 3.0258 2.1569
H 6.3808 2.6309 -2.7060
H 6.0017 4.6395 -4.1027
H 3.6953 5.2652 -4.7361
H 1.7854 3.9498 -3.9866
H 0.7106 2.1340 -4.0266
H 0.1225 2.7331 -2.4852
H 1.0484 -1.2014 -2.6511
H -1.1413 -2.0110 -4.6315
H -1.1474 -2.3627 -2.8949
H 0.0842 -3.0654 -3.9510
H 0.8172 -0.5645 -5.6368
H 1.9929 -1.5945 -4.8484
H 2.0131 0.1411 -4.5395
H -2.6121 0.1755 -3.9103
H -0.6036 1.5749 -5.7731
H -2.2972 1.3337 -6.1485
H -1.2553 -0.0626 -5.9359
H -1.7545 3.1205 -3.9482
H -2.6374 2.3697 -2.6052
H -3.3604 2.4814 -4.2173
H 0.5745 4.4552 1.9566
H -0.4977 2.9362 -0.4608
H 1.0780 3.7642 -0.4371
H -0.4095 4.6915 -0.2659
H -1.8300 2.5686 1.6945
H -1.9270 4.3313 1.7247
H -1.3733 3.4686 3.1506
N -7.8326 0.8630 -2.3703
C -7.5304 -0.2945 -2.8466
N -8.1921 -1.2085 -3.4607
S -1.3787 0.1073 -1.1471
H -8.7972 1.1806 -2.2801
H -7.1119 1.4947 -2.0498
H -9.1279 -1.0523 -3.8354
H -7.7905 -2.1262 -3.6111
Cl -1.5385 -0.7007 6.1377
C -2.0797 -0.5648 4.5143
C -3.4237 -0.6505 4.1839
C -3.7689 -0.5294 2.8484
C -2.7789 -0.3205 1.9017
N -1.4865 -0.2348 2.2237
C -1.1507 -0.3628 3.5083
H -4.1692 -0.8097 4.9514
H -4.8035 -0.5962 2.5429
H -3.0277 -0.2176 0.8536
H -0.0980 -0.3114 3.7516
*
```

**Orbital gap (spin up / spin down)**: 6.77 / 5.21 eV
**Electronic energy**: -169153.1360 eV

Here are the Mulliken charges for atoms 1 to 4, given in e: number 1, Pt, carries 3.17; number 2, C, carries -1.43; number 3, C, carries 0.52; number 4, C, carries -1.30



3.
# C45H68N2O5STi

A molecular structure, C45H68N2O5STi (ωB97M-V/def2-TZVPD, the OMol25 dataset).

ORCA input file:
```
! wB97M-V def2-TZVPD RIJCOSX def2/J DEFGRID3
* xyz -2 3
Ti 0.3155 -0.8111 0.1940
C -0.2684 -6.3170 -3.9376
O 0.7706 -5.5653 -4.5080
C 1.0451 -4.3364 -3.9171
C 2.0630 -3.5880 -4.4860
C 2.3843 -2.3522 -3.9414
C 1.7292 -1.8138 -2.8032
C 2.1000 -0.5648 -2.2600
C 3.1700 0.2656 -2.9079
O 1.5418 -0.0256 -1.1881
C 0.6554 -2.6004 -2.2473
O -0.0719 -2.1786 -1.2424
C 0.3463 -3.8421 -2.8148
H -0.3364 -7.2390 -4.5156
H -1.2272 -5.7900 -3.9858
H -0.0656 -6.5623 -2.8896
H 2.5869 -3.9730 -5.3525
H 3.1729 -1.7777 -4.4103
H 2.8573 0.6589 -3.8846
H 4.0969 -0.2970 -3.0714
H 3.3990 1.1123 -2.2603
H -0.4779 -4.3759 -2.3626
C -1.6866 -2.6074 3.4943
C -3.1545 -2.5414 3.0373
C -4.0643 -1.6401 3.8925
C -3.4107 -2.3850 1.5332
C -4.3968 -3.2628 1.0726
C -4.7977 -3.3415 -0.2435
C -4.1925 -2.4827 -1.1480
C -3.2178 -1.5830 -0.7609
C -2.7660 -0.5758 -1.8003
C -2.5012 -1.1640 -3.1835
C -3.8132 0.5375 -1.8960
C -2.7652 -1.5088 0.5978
N -1.7134 -0.6457 0.8540
C -1.5863 0.0313 2.0638
C -0.5116 0.7858 2.3699
N 0.6031 0.9340 1.5439
C 1.4786 1.9495 1.8590
C 1.0857 3.2528 2.3029
C 2.0521 4.2045 2.6275
C 3.4046 3.9720 2.4800
C 3.7982 2.7199 2.0222
C 2.8868 1.7179 1.7410
C 3.4055 0.3202 1.4759
C 4.7634 0.2687 0.7797
C 3.4484 -0.4410 2.8023
C -0.3606 3.7373 2.3409
C -0.9186 3.8359 3.7663
C -0.5250 5.1216 1.6917
H -1.5797 -2.2240 4.5135
H -0.9971 -2.0522 2.8643
H -1.3549 -3.6479 3.4985
H -3.5479 -3.5404 3.2525
H -3.9289 -0.5749 3.7228
H -3.8967 -1.8365 4.9562
H -5.1094 -1.8666 3.6666
H -4.8499 -3.9323 1.7996
H -5.5553 -4.0509 -0.5566
H -4.4988 -2.4961 -2.1881
H -1.8389 -0.1243 -1.4594
H -3.4318 -1.4367 -3.6932
H -1.8656 -2.0453 -3.1183
H -1.9898 -0.4216 -3.8000
H -4.7602 0.1320 -2.2673
H -3.4849 1.3197 -2.5858
H -4.0028 0.9764 -0.9140
H -2.3507 -0.0455 2.8184
H -0.4771 1.2142 3.3676
H 1.7223 5.1803 2.9698
H 4.1344 4.7379 2.7166
H 4.8557 2.5050 1.9208
H 2.7029 -0.1887 0.8226
H 4.7865 0.9144 -0.0999
H 4.9635 -0.7531 0.4490
H 5.5839 0.5643 1.4417
H 4.0792 0.0913 3.5227
H 3.8575 -1.4440 2.6608
H 2.4418 -0.5434 3.2081
H -0.9685 3.0218 1.7842
H -0.3154 4.5384 4.3492
H -0.9083 2.8777 4.2810
H -1.9483 4.2058 3.7550
H -0.1723 5.9150 2.3550
H -1.5809 5.3201 1.4866
H 0.0327 5.2145 0.7585
C 0.3484 -4.3358 0.9444
C 1.4299 -3.3975 1.4846
C 2.7001 -3.5576 0.6447
C 1.7204 -3.7438 2.9486
O 1.0144 -2.0632 1.4290
H 0.7000 -5.3728 0.9625
H 0.0930 -4.0578 -0.0777
H -0.5560 -4.2664 1.5485
H 3.0755 -4.5857 0.6779
H 3.4805 -2.8895 1.0151
H 2.4920 -3.3010 -0.3970
H 2.5239 -3.1175 3.3383
H 2.0115 -4.7940 3.0522
H 0.8271 -3.5669 3.5494
C 2.8891 4.6381 -1.8818
C 1.4257 4.2629 -2.0918
C 1.0612 3.0622 -1.2375
S -0.4484 2.1983 -1.6907
O -0.4504 2.0554 -3.1839
C -1.6750 3.4974 -1.3082
C -2.0664 4.3442 -2.5078
C -3.2515 5.2456 -2.1815
H 3.1627 5.5313 -2.4489
H 3.5393 3.8213 -2.2013
H 3.0990 4.8227 -0.8254
H 1.2333 4.0223 -3.1406
H 0.7871 5.1146 -1.8359
H 0.9737 3.3126 -0.1794
H 1.8107 2.2705 -1.3042
H -1.2835 4.1016 -0.4930
H -2.5423 2.9606 -0.9265
H -2.3054 3.6799 -3.3400
H -1.2152 4.9405 -2.8414
H -4.1216 4.6497 -1.8965
H -3.5341 5.8609 -3.0388
H -3.0262 5.9161 -1.3484
*
```

**Energy above the lowest of the compared OMol25 structures with the same formula, charge and spin**: 25.3 kcal/mol
**Orbital gap (spin up / spin down)**: 3.74 / 4.65 eV
**Electronic energy**: -94940.6949 eV

Here are the Mulliken charges for atoms 1 to 4, given in e: number 1, Ti, carries 0.73; number 2, C, carries -0.72; number 3, O, carries -0.50; number 4, C, carries 0.91